ORCA calculation (wB97M-V/def2-TZVPD) on a molecular structure, C34H32IN6O3S2Sn in a non-equilibrium geometry.

XYZ file:
```
79
Properties=species:S:1:pos:R:3:forces:R:3
Sn -0.604651 -0.419163 0.091213 0.651 0.385 1.277
C 3.688553 -1.147155 2.038341 0.015 0.084 -0.104
C 2.331353 -0.550167 1.789294 0.181 -0.249 0.013
N 1.715314 -0.760035 0.674907 -0.580 0.387 -0.545
N 2.441091 -1.377972 -0.314625 0.294 -0.123 0.182
C 1.802859 -2.190624 -1.059479 0.337 0.068 -0.290
S 0.101838 -2.557945 -0.892833 -0.487 0.242 -0.081
S 2.720873 -2.927412 -2.376943 -0.197 0.001 -0.074
C 2.418746 -4.696556 -1.976694 0.135 0.292 0.082
C 3.285721 -5.145899 -0.837625 -0.054 -0.028 0.022
C 2.843211 -5.010433 0.475281 -0.023 -0.027 0.015
C 3.649234 -5.404340 1.534215 0.008 0.046 0.003
C 4.910669 -5.928818 1.290012 0.007 0.016 -0.015
C 5.360544 -6.060266 -0.017089 0.001 0.030 0.000
C 4.553676 -5.665944 -1.073760 0.005 -0.023 -0.001
C 1.696035 0.249387 2.828435 0.107 -0.128 0.022
C 2.506801 0.827976 3.818797 0.039 0.061 -0.061
C 1.983381 1.616240 4.817637 -0.048 0.030 -0.001
C 0.606727 1.840471 4.844727 0.074 0.047 -0.094
C -0.207289 1.267201 3.890395 -0.149 -0.046 0.101
C 0.309207 0.440828 2.884664 -0.234 0.066 0.030
O -0.568947 -0.170702 2.085205 -0.101 -0.051 0.063
H 3.872484 -1.980402 1.368981 0.010 -0.012 0.006
H 3.768013 -1.485541 3.069063 -0.003 0.068 0.024
H 4.463708 -0.398735 1.853286 -0.004 0.003 0.031
H 2.648609 -5.218790 -2.903254 -0.037 -0.062 0.016
H 1.359421 -4.813177 -1.754993 -0.016 -0.109 -0.094
H 1.857088 -4.600645 0.672036 0.001 -0.049 -0.006
H 3.289310 -5.306512 2.550958 0.006 -0.001 -0.011
H 5.541988 -6.232709 2.114772 -0.015 -0.022 -0.011
H 6.342252 -6.471106 -0.214411 -0.011 0.008 0.005
H 4.913207 -5.760145 -2.092467 -0.014 -0.026 0.019
H 3.576897 0.674754 3.777730 -0.018 -0.036 0.020
H 2.628804 2.047533 5.570067 -0.001 0.022 -0.024
H 0.176356 2.473781 5.610555 -0.021 -0.048 0.013
H -1.278070 1.420769 3.904656 -0.031 -0.030 0.046
C -4.936125 0.558993 0.228207 0.006 0.037 0.117
C -4.011434 1.427627 1.027957 0.046 0.016 -0.147
N -4.518526 2.095437 2.049621 0.050 0.057 0.115
C -3.765890 2.986320 2.705577 -0.138 -0.166 -0.179
C -2.484391 3.320197 2.323231 0.149 -0.054 0.161
C -1.768310 4.427433 3.059967 -0.134 0.076 -0.115
O -2.150395 5.715514 2.596788 0.064 -0.022 0.042
C -1.903808 2.562155 1.290675 0.248 -0.083 0.077
C -0.523560 2.788238 0.888147 -0.118 0.114 -0.126
N 0.203388 1.923662 0.286951 0.089 -0.096 0.181
C 1.531772 2.281127 -0.036271 0.014 0.004 0.084
C 2.390091 2.899464 0.869669 -0.022 -0.045 0.052
C 3.685436 3.210539 0.491238 0.001 0.056 -0.052
C 4.132738 2.918070 -0.792527 -0.002 -0.053 0.034
C 3.295670 2.273027 -1.690843 -0.064 0.059 0.048
C 2.005383 1.957382 -1.294851 0.200 -0.029 -0.266
I 0.703985 1.006393 -2.607315 -0.063 -0.187 -0.112
C -2.652523 1.566494 0.663334 -0.104 -0.050 -0.172
O -2.145026 0.814690 -0.330044 -0.100 -0.093 -0.371
H -5.774263 0.251373 0.849908 0.014 -0.005 0.002
H -4.416484 -0.302941 -0.177478 -0.023 -0.031 -0.035
H -5.332711 1.129460 -0.615134 0.015 -0.005 -0.004
H -4.217255 3.447215 3.577275 -0.035 0.101 -0.085
H -0.683052 4.301863 3.027510 0.027 -0.018 0.062
H -2.069470 4.405402 4.106964 0.050 -0.019 0.016
H -1.944485 5.801085 1.660434 -0.023 -0.027 -0.020
H -0.103235 3.776422 1.077489 0.051 -0.023 0.040
H 2.045429 3.100628 1.877740 -0.006 0.002 -0.010
H 4.347629 3.687497 1.201987 -0.007 0.012 -0.024
H 5.135945 3.184637 -1.097145 0.003 -0.034 0.033
H 3.634641 2.033884 -2.689339 0.016 -0.017 0.019
C -5.193189 -3.830551 0.084384 0.034 0.017 -0.082
N -4.149027 -2.960941 0.617138 -0.053 -0.104 0.048
C -4.019308 -2.546769 1.921512 -0.022 -0.002 0.007
C -2.910336 -1.763469 1.974975 -0.014 -0.032 -0.188
N -2.364742 -1.700316 0.709900 0.004 -0.187 0.189
C -3.135689 -2.431761 -0.077236 0.125 0.009 0.028
H -5.853909 -4.119867 0.895116 0.002 0.009 0.019
H -4.751802 -4.723780 -0.351692 0.018 -0.013 0.036
H -5.768778 -3.307271 -0.675933 -0.015 0.039 0.029
H -4.710338 -2.850456 2.688635 -0.011 0.016 -0.041
H -2.455098 -1.249773 2.801283 -0.049 -0.018 -0.006
H -2.980161 -2.595878 -1.132457 -0.048 0.004 0.018
```
Forces are in eV/Å.

Calculated total energy in eV: -86458.5377
Net charge: +1
HOMO energy in eV: -10.926
HOMO-LUMO gap in eV: 7.3
M in g/mol: 882.4
Strongest force on any atom in eV Å⁻¹: 1.5

Atom charges from the Mulliken analysis, given in e for atoms 1 to 8: Sn 1.354; C -2.080; C 0.266; N 1.526; N -1.210; C 0.530; S -0.491; S -0.085

=====

ORCA calculation (wB97M-V/def2-TZVPD) on a molecular structure, C34H32N6O2ReSbSe4Si.

XYZ file:
```
81
Properties=species:S:1:pos:R:3:forces:R:3
Re 1.224158 -0.039603 -0.019621 -0.586 -0.177 -0.626
Se 6.412986 -0.060645 1.397527 -0.024 -0.017 -0.017
Sb 4.480910 1.195286 0.766313 0.000 -0.421 0.303
Se 2.380179 0.451748 2.085641 0.307 0.078 0.224
Se 3.333494 0.075004 -1.251502 0.106 0.183 -0.080
Se 4.652855 3.603189 0.846940 -0.163 0.005 -0.131
C 0.670203 5.179985 3.408343 0.000 0.096 0.050
C 1.130125 4.150541 2.350430 0.199 -0.053 0.062
N 0.244509 3.004983 2.379969 -0.022 0.050 -0.069
C 0.180419 2.454739 3.717409 0.017 -0.235 0.071
C -0.566925 3.436300 4.644143 -0.049 0.015 0.101
N -0.684071 4.736209 3.895971 0.015 0.026 0.019
C -1.613340 4.564181 2.729521 -0.093 0.089 0.036
C -1.076111 3.368222 1.913294 -0.018 0.012 -0.079
H 0.549722 6.188229 3.012211 0.032 -0.010 -0.003
H 1.320006 5.214884 4.282378 0.009 -0.006 -0.004
H 2.157168 3.830162 2.544514 -0.066 0.007 -0.064
H 1.118410 4.583315 1.352661 -0.020 0.022 -0.024
H 1.198188 2.273773 4.064382 -0.059 0.010 -0.017
H -0.343182 1.497956 3.692680 0.056 0.067 0.013
H -0.038590 3.649590 5.573305 -0.008 -0.035 -0.002
H -1.583256 3.108832 4.866228 0.025 -0.027 0.003
H -1.061151 5.443986 4.518290 0.002 0.006 0.004
H -1.597249 5.504866 2.178074 -0.019 -0.030 -0.022
H -2.611879 4.397106 3.133752 0.013 0.004 -0.024
H -1.025761 3.630943 0.860276 -0.010 0.020 -0.006
H -1.731224 2.508437 2.022903 -0.050 -0.082 -0.008
O 0.290233 -0.931458 -1.601343 0.182 -0.361 0.700
Si 0.182023 -2.555178 -1.803283 0.114 0.373 -0.109
C 1.569548 -3.141892 -2.919090 0.030 0.145 0.000
C 1.580646 -2.712842 -4.248665 -0.108 0.075 -0.061
C 2.654461 -2.967880 -5.082573 0.085 -0.036 -0.064
C 3.757732 -3.657978 -4.596172 -0.015 0.037 -0.089
C 3.767029 -4.095693 -3.284034 0.104 -0.080 0.044
C 2.682215 -3.841293 -2.457922 -0.054 -0.114 0.137
C 0.342939 -3.397618 -0.136567 0.083 0.009 -0.072
C -0.621503 -4.265250 0.369700 -0.152 -0.025 -0.015
C -0.520365 -4.773880 1.654316 -0.034 -0.024 0.074
C 0.547851 -4.414055 2.466036 -0.057 -0.072 0.041
C 1.522092 -3.558816 1.981338 0.127 0.045 0.090
C 1.421537 -3.071698 0.687019 0.123 0.136 -0.045
C -1.451703 -2.994797 -2.601991 0.073 0.166 0.103
C -2.593917 -2.249122 -2.317710 0.009 0.136 0.112
C -3.816449 -2.564065 -2.885658 -0.145 0.103 0.048
C -3.918657 -3.634579 -3.758005 -0.030 -0.088 -0.092
C -2.793358 -4.388571 -4.055106 -0.108 -0.068 -0.063
C -1.575336 -4.065961 -3.479479 0.156 -0.207 -0.076
H 0.734304 -2.155433 -4.637575 -0.003 0.010 0.009
H 2.640121 -2.618884 -6.107685 0.004 0.007 -0.008
H 4.609386 -3.843766 -5.237923 0.016 -0.009 -0.017
H 4.627894 -4.624439 -2.893816 -0.002 -0.006 -0.003
H 2.711049 -4.196336 -1.433442 0.003 0.043 -0.014
H -1.484612 -4.523110 -0.234970 0.017 0.000 -0.017
H -1.289536 -5.435471 2.032759 -0.009 -0.020 0.009
H 0.616405 -4.801327 3.474571 0.006 0.000 0.024
H 2.359656 -3.262711 2.600634 -0.008 0.009 -0.001
H 2.234226 -2.436830 0.318475 -0.045 -0.062 -0.004
H -2.515780 -1.410920 -1.634824 -0.015 0.005 -0.010
H -4.693522 -1.976664 -2.643190 0.000 0.004 0.004
H -4.872188 -3.879652 -4.208870 -0.016 -0.014 0.005
H -2.865354 -5.227909 -4.735697 -0.003 -0.005 -0.015
H -0.700022 -4.658627 -3.722635 0.009 -0.008 -0.019
O -0.587291 -0.313081 1.179771 0.256 0.048 -0.154
N -1.534247 -1.121865 0.852201 0.008 0.273 0.269
C -2.565113 -1.081617 1.666010 0.153 -0.008 -0.248
C -2.629401 -0.181162 2.775383 0.080 0.150 0.347
N -2.682649 0.543831 3.670837 -0.005 -0.043 -0.236
C -3.673685 -1.940293 1.412541 -0.085 -0.125 -0.076
N -4.587242 -2.616158 1.235255 -0.015 -0.007 0.000
N -1.783691 6.281090 -2.539441 -0.032 0.106 0.010
C -1.284099 5.315984 -2.162226 -0.090 0.039 -0.075
C -0.680930 4.111068 -1.679620 -0.024 -0.068 -0.024
C -1.441429 2.948073 -1.550080 0.018 0.133 -0.080
C -0.850764 1.804383 -1.051253 -0.045 -0.202 0.061
C 0.499437 1.769006 -0.672342 -0.248 0.082 -0.232
C 1.247835 2.939522 -0.844787 0.080 -0.079 0.235
C 0.667814 4.098062 -1.328128 0.030 -0.030 0.031
H -2.483490 2.947332 -1.842829 -0.015 0.019 0.001
H -1.452375 0.908741 -0.954466 0.026 0.014 -0.073
H 2.294252 2.976463 -0.563343 -0.019 -0.033 -0.046
H 1.267433 4.993104 -1.436108 0.003 0.028 -0.026
```
Forces are in eV/Å.

Calculated total energy in eV: -326746.6285
Net charge: -1
HOMO energy (spin up / spin down) in eV: -4.641 / -4.666
HOMO-LUMO gap (spin up / spin down) in eV: 5.5 / 5.6
M in g/mol: 1208.6
2S+1: 4
Strongest force on any atom in eV Å⁻¹: 0.9

Atom charges from the Mulliken analysis, given in e for atoms 1 to 8: Re 0.450; Se -0.673; Sb 0.619; Se -0.616; Se -0.454; Se -0.664; C -0.792; C -0.253